This record from OMol25 describes 10 unconnected molecules or ions with the total composition C63H154N10O19 at a distorted geometry. The level of theory is the ωB97M-V functional and the def2-TZVPD basis.

Atoms and positions in Å:
O  0.937  -1.689  -8.237
O  -0.105  1.542  4.882
O  4.991  3.615  5.768
O  0.267  7.274  4.951
O  -1.337  -1.738  -2.998
O  2.866  -2.177  -1.009
O  1.204  -1.267  4.234
O  0.116  -8.039  -2.532
O  -2.742  0.079  1.500
O  3.299  4.071  -0.579
O  -7.147  7.761  -4.340
O  -2.630  3.250  -2.923
O  5.547  -0.554  -3.878
O  -0.720  6.200  1.285
O  -3.409  8.593  5.621
O  3.410  -6.002  0.109
O  -7.303  -3.761  -3.310
O  0.009  1.956  -0.674
O  -1.527  -5.368  -0.262
N  -5.057  4.978  -3.117
N  4.757  3.926  2.905
N  -4.161  -2.033  -3.133
N  -0.688  4.472  3.863
N  1.159  -5.659  -1.456
N  2.504  -0.065  1.144
N  3.109  -7.111  0.963
N  -3.304  5.939  2.906
N  -0.885  -1.960  2.569
N  3.168  -1.576  -6.362
C  2.838  -6.627  2.333
C  4.178  4.533  1.718
C  -2.589  -5.608  -1.168
C  -0.463  -1.821  -8.372
C  -1.960  6.775  0.928
C  4.200  -8.162  0.774
C  3.812  -9.337  1.755
C  -3.254  -2.694  -4.053
C  5.669  -7.655  0.974
C  -0.665  -2.732  3.754
C  -0.811  -8.866  -3.213
C  -2.192  -2.231  2.030
C  -4.382  4.609  -1.884
C  0.295  -4.525  -1.793
C  -0.782  0.929  5.897
C  1.644  0.268  -0.002
C  3.493  -2.240  0.252
C  4.054  -8.695  -0.627
C  1.551  -5.764  2.187
C  -3.283  7.290  3.517
C  1.425  -0.445  -7.712
C  -4.298  9.657  5.532
C  2.891  -0.651  -7.416
C  4.016  -5.847  2.904
C  -3.899  7.382  4.971
C  -1.989  -1.848  -4.237
C  -0.367  3.316  -0.655
C  5.579  0.282  -2.752
C  2.063  -0.984  5.338
C  -8.360  -3.766  -4.189
C  -6.300  -2.870  -3.661
C  3.537  -2.826  -2.076
C  1.679  -6.411  -2.582
C  2.614  -1.519  1.267
C  -3.806  3.264  -2.060
C  -6.382  6.581  -4.440
C  -2.235  1.965  -3.277
C  0.842  -2.644  4.136
C  0.252  4.860  4.941
C  4.055  3.905  6.791
C  -2.534  -1.192  0.955
C  -0.322  3.252  3.283
C  2.501  -7.850  3.225
C  -3.125  5.969  1.442
C  -0.079  6.127  5.698
C  4.426  -0.341  -4.686
C  -7.854  8.023  -5.537
C  3.700  -8.806  3.186
C  -1.004  2.076  3.887
C  0.786  1.463  0.431
C  4.217  3.682  0.474
C  -5.854  6.212  -3.014
C  3.798  3.125  3.680
C  0.291  7.126  0.902
C  -0.069  -1.140  -3.051
C  4.502  2.604  4.892
C  4.410  -1.455  -5.700
C  0.679  -7.133  -3.455
C  3.242  3.099  -1.660
C  -3.176  0.971  0.543
C  0.302  8.413  5.742
C  -5.158  -2.917  -2.658
C  -0.672  -4.316  -0.652
H  -0.113  -3.990  0.267
H  0.261  8.035  1.513
H  1.283  0.406  -8.465
H  0.924  -0.199  -6.824
H  -2.093  7.749  1.418
H  2.518  -0.009  5.306
H  -9.285  -4.008  -3.717
H  -0.674  -0.999  2.703
H  -8.194  -4.473  -5.041
H  5.399  2.011  4.651
H  4.212  -7.867  -1.325
H  4.204  3.264  7.632
H  5.227  3.757  0.034
H  -6.695  -1.863  -3.657
H  -1.098  1.292  3.119
H  3.517  -0.405  -4.094
H  3.677  -3.883  -1.940
H  -0.648  5.205  3.135
H  -6.669  5.970  -2.355
H  -3.430  -1.586  0.515
H  1.895  -4.721  2.022
H  -3.349  -6.182  -0.638
H  4.478  -2.365  -5.096
H  -3.612  -1.628  -2.387
H  -3.531  6.546  5.627
H  -0.955  -9.627  -2.483
H  -5.860  -3.166  -4.639
H  4.658  -8.329  3.553
H  3.402  -0.843  -8.397
H  -0.068  -0.044  -2.912
H  -4.782  -3.996  -2.826
H  -8.763  7.387  -5.656
H  -0.672  3.272  2.238
H  4.910  -6.402  3.079
H  2.943  -2.660  -3.000
H  -1.255  3.606  0.013
H  2.994  -9.969  1.445
H  1.237  -7.703  -4.251
H  2.305  -7.186  -2.148
H  -0.727  8.584  5.986
H  -0.128  0.637  6.709
H  -7.197  7.840  -6.407
H  -2.636  5.342  3.369
H  -1.507  1.643  6.401
H  -2.175  -0.841  -4.751
H  3.276  0.301  -7.126
H  -3.771  7.993  2.796
H  -1.778  -1.068  0.174
H  0.534  -1.564  -2.201
H  5.930  -7.587  2.011
H  2.763  -1.803  5.405
H  3.044  -1.792  2.266
H  -0.677  -2.634  -9.081
H  3.133  4.876  1.842
H  5.471  1.350  -3.016
H  5.068  4.646  3.551
H  4.739  5.449  1.392
H  -0.865  -0.843  -8.664
H  0.408  -1.422  -3.968
H  3.703  -5.234  3.807
H  -2.282  7.668  3.662
H  -3.896  10.473  6.188
H  -1.281  -2.433  4.579
H  -5.393  7.067  -2.529
H  -8.568  -2.787  -4.608
H  4.483  0.648  -5.211
H  -1.257  2.051  -3.830
H  0.630  -6.364  -0.913
H  2.953  -2.537  -6.550
H  4.730  -10.003  1.788
H  4.856  0.090  -1.932
H  2.592  -5.731  -0.346
H  0.908  -0.454  -0.250
H  3.511  2.133  -1.257
H  6.510  0.099  -2.235
H  3.275  2.394  3.051
H  2.382  -5.765  -3.143
H  -0.237  -4.688  -2.732
H  -3.058  -4.663  -1.508
H  -3.484  2.863  -1.089
H  -3.382  1.937  1.065
H  0.305  4.045  5.707
H  0.109  1.198  1.292
H  6.287  -8.326  0.388
H  2.982  3.831  4.000
H  -0.662  3.736  -1.676
H  2.196  0.546  -0.874
H  2.253  -7.508  4.251
H  0.821  -6.036  1.336
H  -4.995  7.400  5.050
H  4.527  -2.395  -2.228
H  -2.339  1.117  -0.171
H  -3.004  -2.183  2.745
H  1.985  0.293  1.943
H  -0.103  -6.426  -3.878
H  -2.045  6.891  -0.173
H  1.488  -3.151  3.358
H  4.362  -5.081  2.225
H  3.739  2.039  5.480
H  4.426  -1.740  0.251
H  -3.968  6.467  0.941
H  -3.521  5.227  -1.581
H  5.735  -6.674  0.484
H  2.240  3.150  -2.037
H  -1.149  6.235  5.994
H  -1.971  2.315  4.389
H  -8.027  9.072  -5.493
H  -1.414  0.070  5.607
H  1.592  -1.921  1.242
H  -4.310  5.170  -3.810
H  -0.393  -9.247  -4.120
H  -5.404  -2.660  -1.587
H  -0.908  -3.738  3.451
H  -3.024  -3.756  -3.830
H  -1.309  -2.317  -5.044
H  0.833  -3.542  -1.987
H  3.585  -9.705  3.817
H  -2.324  -6.095  -2.132
H  1.253  6.592  1.082
H  -6.962  5.706  -4.814
H  0.934  8.450  6.585
H  4.138  5.021  7.054
H  -3.700  -2.809  -5.045
H  -3.019  1.502  -3.899
H  -5.234  9.328  5.955
H  -4.357  9.981  4.427
H  -1.756  -8.378  -3.368
H  1.265  4.987  4.526
H  -4.046  0.689  0.020
H  0.478  6.119  6.724
H  5.322  -1.480  -6.325
H  1.029  -5.749  3.172
H  0.748  2.987  3.318
H  3.631  -3.294  0.480
H  4.651  -9.526  -0.895
H  -0.889  -2.019  -7.383
H  3.064  3.681  6.544
H  -2.233  -3.235  1.525
H  2.981  -8.938  -0.618
H  3.923  3.398  -2.512
H  0.485  3.987  -0.332
H  -1.312  -3.435  -0.828
H  0.649  9.274  5.226
H  -3.179  4.986  0.945
H  1.101  -3.172  5.070
H  -4.561  2.523  -2.381
H  1.489  -0.966  6.243
H  0.256  7.327  -0.189
H  -5.136  4.693  -1.080
H  4.073  2.637  0.780
H  1.404  2.336  0.738
H  -2.043  1.327  -2.409
H  -5.603  6.698  -5.150
H  1.656  -8.293  2.721

SMILES = CC1(C)CCCC(C)(C)N1O.COCCNCCOC.COCCNCCOC.COCCNCCOC.COCCNCCOC.COCCNCCOC.COCCNCCOC.COCCNCCOC.COCCNCCOC.COCCNCCOC
Kohn-Sham gap = 8.52 eV
Electronic energy = -121615.74932 eV
ΔE to the lowest compared entry with this formula, charge and spin = 2.4424 eV

---

This record from OMol25 describes 12 unconnected molecules or ions with the total composition C63H156N12O12 at a distorted geometry. The level of theory is the ωB97M-V functional and the def2-TZVPD basis.

Atoms and positions in Å:
O  -5.389  -3.547  1.292
O  4.898  -3.582  -2.691
O  0.300  -1.280  -5.707
O  -0.224  -6.115  -1.724
O  -2.184  0.424  -1.634
O  5.819  -4.207  2.587
O  -3.243  6.383  1.593
O  4.886  0.409  2.100
O  -0.859  5.164  6.031
O  -3.422  -1.212  -3.565
O  -6.365  4.454  -2.487
O  1.542  2.635  -4.144
N  -2.670  -3.934  3.951
N  -0.089  4.999  4.884
N  4.323  1.218  -0.719
N  -3.130  2.991  -3.555
N  -0.771  -3.168  -7.960
N  4.242  1.230  -3.790
N  -5.921  -1.128  -0.925
N  -3.148  8.360  3.683
N  4.604  -3.547  2.881
N  2.199  -4.283  -5.216
N  -1.087  -5.943  1.850
N  -1.999  -0.208  -0.389
C  0.361  -0.071  -4.936
C  -0.875  -0.612  2.244
C  0.268  -1.033  -7.076
C  -0.561  -1.518  1.071
C  4.308  -0.025  3.329
C  6.253  -3.958  -2.563
C  5.159  3.418  -3.500
C  1.271  3.418  3.627
C  -4.687  -0.967  -3.099
C  -4.868  -2.739  4.075
C  -4.916  -1.791  -1.742
C  -6.667  4.284  -1.139
C  3.877  -4.872  0.793
C  0.826  2.947  6.073
C  -1.036  2.891  4.317
C  0.224  -7.737  0.734
C  -3.227  8.689  2.246
C  -2.230  0.072  2.031
C  3.900  2.597  -3.413
C  0.983  5.994  5.036
C  -4.125  -3.831  1.900
C  0.493  0.148  -0.432
C  2.531  -3.870  4.197
C  0.424  -2.352  -7.867
C  2.524  4.321  3.922
C  -2.460  5.245  1.373
C  4.024  -5.815  3.858
C  -0.313  -6.314  0.703
C  -2.581  10.044  1.940
C  0.866  3.363  -3.153
C  -0.860  -6.076  -2.978
C  -1.507  2.028  0.595
C  4.849  2.052  0.367
C  1.709  -3.987  2.930
C  -2.464  7.587  1.502
C  -5.285  -3.279  -2.165
C  -3.921  3.750  -2.604
C  -1.032  -6.081  -0.634
C  0.315  3.542  4.763
C  1.742  5.979  6.342
C  -2.347  0.776  0.667
C  2.876  3.096  -4.432
C  -5.384  3.645  -3.144
C  -3.417  5.258  -2.586
C  3.987  -4.267  4.005
C  -0.627  -0.839  -0.263
C  3.866  -3.559  1.567
C  4.420  1.671  1.705
C  4.286  -4.155  -3.836
C  2.780  -3.729  -3.997
C  0.877  -2.120  -9.270
C  4.863  -3.928  5.219
C  0.211  7.339  4.725
C  -0.506  -1.879  -1.383
C  2.017  -4.210  -2.734
C  -4.093  -3.940  3.489
C  -3.224  -1.083  -4.957
C  4.643  -2.513  0.710
C  -6.171  -4.700  1.050
C  2.411  -3.217  1.829
C  -3.761  1.199  0.534
C  4.487  3.513  0.070
C  1.992  5.779  3.898
H  1.826  -3.448  0.917
H  5.057  -2.843  5.304
H  -1.485  -5.055  -0.649
H  4.815  2.403  2.459
H  -2.332  7.876  0.470
H  -3.713  -4.741  1.447
H  -0.815  1.844  4.140
H  4.544  3.669  -1.011
H  -4.169  1.725  1.370
H  -3.399  7.394  3.907
H  5.573  3.414  -4.483
H  -0.407  -8.605  0.472
H  2.799  6.506  4.031
H  -3.921  -1.849  -1.298
H  -0.568  -6.077  2.693
H  0.676  -7.983  1.706
H  3.248  -6.142  3.157
H  -1.404  -2.946  -7.203
H  -2.141  3.301  -3.480
H  -1.398  -2.509  -1.497
H  -4.412  -3.747  -2.602
H  -6.049  -3.272  -2.924
H  -7.565  3.668  -1.090
H  -5.642  -5.376  0.407
H  0.202  -1.436  -9.803
H  -0.038  0.087  2.368
H  -1.655  5.557  5.739
H  -0.019  2.901  6.791
H  1.802  -1.573  -9.284
H  -3.819  1.701  -0.460
H  6.522  -3.579  2.550
H  -0.482  1.903  0.900
H  0.552  -5.656  0.742
H  0.459  -1.874  1.205
H  -6.874  -1.458  -1.086
H  -2.358  0.846  2.788
H  -3.862  3.324  -1.569
H  -5.861  3.792  -0.557
H  -7.084  -4.389  0.584
H  3.350  1.077  -0.751
H  2.523  -2.807  4.573
H  0.988  -3.904  -2.835
H  -3.736  8.996  4.186
H  3.087  4.027  4.798
H  -1.469  -6.963  -3.173
H  3.324  1.784  1.742
H  1.023  1.895  5.838
H  6.827  -3.468  -3.366
H  2.129  -4.454  5.040
H  3.868  -4.713  -0.302
H  -3.150  2.008  -3.289
H  4.344  -5.263  -3.761
H  1.730  3.394  6.583
H  4.777  0.513  4.164
H  4.928  4.495  -3.253
H  1.311  -3.856  -5.497
H  -3.264  5.544  -3.629
H  1.585  5.867  2.896
H  2.397  -3.650  -1.841
H  3.139  2.717  -5.428
H  0.333  0.894  -1.216
H  -4.827  0.078  -2.907
H  -1.348  -2.962  -8.787
H  5.902  1.732  0.326
H  1.018  -0.347  -7.436
H  -3.097  10.814  2.488
H  3.461  3.703  0.298
H  -0.716  -0.573  -7.363
H  -1.492  2.480  -0.420
H  -5.032  -1.900  3.389
H  2.121  -5.285  -5.161
H  -4.288  -2.314  4.928
H  1.389  3.573  -2.206
H  2.405  -2.116  1.944
H  -0.562  7.725  5.425
H  1.268  -2.897  -7.388
H  -2.375  4.978  0.301
H  0.519  4.320  -3.566
H  1.114  -7.670  0.071
H  0.870  0.628  0.497
H  0.745  3.790  2.743
H  0.344  -0.296  -3.858
H  -3.483  -0.063  -5.253
H  2.773  -2.642  -4.161
H  5.827  -4.362  5.084
H  1.572  2.375  3.350
H  -0.058  2.782  -2.923
H  -5.640  -3.863  -1.300
H  -2.387  -2.979  3.873
H  -1.520  7.508  2.046
H  -2.000  -6.412  1.987
H  2.517  5.241  6.289
H  4.719  -5.535  1.000
H  -1.334  3.517  3.498
H  4.897  -3.923  -4.749
H  -6.376  -5.190  1.985
H  -5.824  -3.116  4.402
H  3.233  0.161  3.361
H  4.956  -1.609  1.287
H  -3.406  -3.001  1.659
H  4.465  -4.226  6.170
H  5.538  -3.016  0.317
H  3.034  -5.496  1.039
H  5.177  4.207  0.549
H  -2.645  -0.199  -2.150
H  -3.782  -1.805  -5.537
H  2.059  -5.300  -2.534
H  -1.862  -6.789  -0.735
H  -1.465  -5.176  -3.042
H  3.956  -2.258  -0.098
H  3.374  0.726  -3.828
H  2.938  4.202  -4.485
H  2.202  6.957  6.490
H  -1.940  2.667  1.371
H  -2.161  -1.161  -5.203
H  -0.873  -1.249  3.155
H  5.953  3.070  -2.824
H  6.483  -5.004  -2.576
H  1.219  0.604  -5.153
H  -4.264  8.698  1.941
H  -5.852  -1.374  0.079
H  -2.140  -4.373  3.204
H  3.195  4.204  3.099
H  -0.311  7.266  3.778
H  -3.008  4.371  1.723
H  -1.475  5.236  1.880
H  -0.014  -6.005  -3.645
H  -2.625  10.303  0.885
H  -4.643  -4.856  3.636
H  -4.226  5.880  -2.194
H  4.572  -1.074  3.431
H  -1.502  10.114  2.124
H  1.522  -5.056  2.656
H  0.442  -2.456  -1.259
H  -0.335  -1.266  -2.238
H  -5.385  4.145  -4.113
H  3.492  2.661  -2.399
H  4.831  0.836  -3.042
H  1.073  -3.062  -9.801
H  0.939  5.856  7.091
H  3.683  -6.183  4.851
H  -5.601  2.591  -3.294
H  0.826  8.255  4.605
H  -0.520  0.601  -5.010
H  -6.747  5.234  -0.632
H  -2.448  5.379  -2.067
H  6.505  -3.448  -1.598
H  -4.312  0.251  0.372
H  -5.443  -1.341  -3.793
H  -3.010  -0.662  2.113
H  4.995  -6.130  3.563
H  0.751  -3.498  3.105
H  1.397  -0.410  -0.747
H  4.745  0.299  -0.649
H  -1.258  -2.362  1.096
H  -1.837  3.091  5.060

SMILES = CC1(C)CCCC(C)(C)N1O.CC1(C)CCCC(C)(C)N1O.CC1(C)CCCC(C)(C)N1O.COC[C@H](C)N.COC[C@H](C)N.COC[C@H](C)N.COC[C@H](C)N.COC[C@H](C)N.COC[C@H](C)N.COC[C@H](C)N.COC[C@H](C)N.COC[C@H](C)N
Kohn-Sham gap = 9.05 eV
Electronic energy = -110302.06230 eV
ΔE to the lowest compared entry with this formula, charge and spin = 1.4416 eV

---

> Look up the ΔE to the lowest compared entry with this formula, charge and spin of the first one.

2.4424 eV